# 1
The following is a quantum chemistry calculation of a cluster of 3 separate species, C16H38ClN2O in total at a distorted geometry, from the OMol25 dataset.

HOMO-LUMO gap in eV: 7.85
Energy in Ha: -1277.099322
Total charge: +1
Max |F| in eV Å⁻¹: 1.4
ΔE to the lowest compared entry with this formula, charge and spin in eV: 0.0000
LUMO in eV: -2.1
HOMO level in eV: -9.9

```
58
Properties=species:S:1:pos:R:3:nbo_charge:R:1
C 1.61554 -5.88855 -2.87299 -0.641
C 0.86282 -4.89837 -2.01498 -0.222
N 1.43059 -3.50392 -1.95334 -0.202
C 2.89346 -3.54438 -1.70204 -0.428
C 1.12832 -2.81328 -3.29805 -0.200
C 1.73063 -1.43024 -3.35361 -0.665
C 0.83528 -2.78232 -0.76172 -0.288
C -0.55465 -2.20579 -0.90226 -0.085
O -1.44099 -3.06637 -1.59464 -0.561
C -2.63485 -2.40897 -1.98543 -0.251
H 2.62651 -6.04071 -2.47671 0.217
H 1.66879 -5.62965 -3.92286 0.222
H 1.17247 -6.86936 -2.70219 0.248
H 0.67671 -5.28528 -1.01649 0.223
H -0.13302 -4.75719 -2.42892 0.240
H 3.35281 -4.09095 -2.52414 0.219
H 3.03967 -4.17893 -0.82756 0.220
H 3.28412 -2.54208 -1.57842 0.280
H 0.04504 -2.79986 -3.33539 0.225
H 1.55853 -3.48128 -4.03732 0.213
H 1.26118 -0.80518 -4.10914 0.238
H 2.80018 -1.50596 -3.52080 0.230
H 1.58281 -0.94218 -2.39453 0.260
H 1.51910 -1.94276 -0.56567 0.307
H 0.92692 -3.45266 0.08850 0.219
H -0.49738 -1.22755 -1.39459 0.183
H -0.91446 -2.07513 0.12601 0.193
H -2.42712 -1.68185 -2.77970 0.172
H -3.12690 -1.94220 -1.12982 0.175
H -3.29166 -3.16506 -2.41179 0.207
C -1.75597 5.79027 4.58993 -0.613
C -2.28302 4.67850 3.68599 -0.434
C -1.58782 4.67439 2.32012 -0.207
N -0.67420 3.53144 2.08979 -0.202
C 0.47201 3.56890 3.03762 -0.421
C -0.12015 3.55474 0.67788 -0.211
C 0.25641 2.11264 0.40220 -0.436
C -0.88136 1.33061 1.08455 -0.425
C -1.39543 2.18453 2.23759 -0.214
H -2.17382 6.77232 4.34219 0.223
H -0.67602 5.91181 4.48356 0.201
H -2.01159 5.65284 5.63963 0.233
H -3.35649 4.76556 3.55522 0.236
H -2.06057 3.74600 4.20616 0.208
H -1.05504 5.60313 2.12557 0.229
H -2.35393 4.56785 1.55043 0.220
H 1.01637 4.49737 2.84746 0.227
H 1.16732 2.75849 2.85275 0.252
H 0.06590 3.63373 4.04038 0.229
H 0.77810 4.16402 0.72855 0.234
H -0.87415 3.95856 0.01129 0.222
H 1.22358 1.84428 0.82001 0.270
H 0.25507 1.90233 -0.66085 0.258
H -0.63253 0.31377 1.38706 0.243
H -1.67741 1.18724 0.34614 0.213
H -1.13936 1.83633 3.23249 0.225
H -2.47040 2.31428 2.15436 0.228
Cl 2.95403 0.10204 -0.40747 -0.937
```

# 2
The following is a quantum chemistry calculation of a cluster of 7 separate species, C16H38F3IN15O6S in total at a distorted geometry, from the OMol25 dataset.

HOMO-LUMO gap in eV: 7.42
Energy in Ha: -2900.605192
Total charge: +1
Max |F| in eV Å⁻¹: 2.1
LUMO in eV: -3.2
HOMO level in eV: -10.7

```
80
Properties=species:S:1:pos:R:3:lowdin_charge:R:1
C -0.22627 0.28626 -3.19624 -0.048
N -0.33268 1.73705 -3.00115 -0.263
C -0.09882 2.11616 -1.61503 -0.166
C -0.59863 3.51505 -1.17441 -0.081
N -1.35144 4.33788 -2.18783 0.060
C -1.42997 3.77819 -3.54839 -0.708
I 0.56379 4.20602 -4.42980 1.017
N -2.40090 4.50962 -4.34390 0.023
C -2.37042 4.38154 -5.56891 -0.817
S -2.38603 3.84333 -7.01747 0.855
C -1.58382 2.26388 -3.53646 -0.327
C -2.81300 1.69818 -2.77446 -0.099
C -4.05113 2.59683 -2.66946 -0.118
C -5.27654 1.80216 -2.29795 -0.205
F -6.43313 2.27009 -2.82317 0.075
C -5.29970 0.68032 -1.52565 -0.298
F -4.99046 0.68297 -0.24662 0.164
F -5.67006 -0.49349 -2.00584 0.153
H 0.80831 0.00036 -3.00684 0.067
H -0.94434 -0.30592 -2.61276 0.053
H -0.37435 0.10743 -4.26504 0.104
H -0.60151 1.37642 -0.97448 0.117
H 0.96394 2.02911 -1.39604 0.131
H 0.22976 4.10136 -0.79258 0.120
H -1.26097 3.38065 -0.32441 0.118
H -0.89372 5.24843 -2.26848 0.138
H -2.28398 4.55145 -1.82059 0.163
H -1.62550 1.88404 -4.55456 0.138
H -3.13239 0.81024 -3.31806 0.134
H -2.57585 1.34341 -1.77024 0.120
H -3.94399 3.37686 -1.89891 0.113
H -4.31090 3.05956 -3.61938 0.121
C 3.04617 -1.70427 -1.36298 -0.670
O 2.44656 -1.16309 -2.28740 -0.008
N 3.85268 -2.78743 -1.55462 0.158
N 2.96386 -1.27962 -0.07632 0.175
H 4.35125 -3.24275 -0.81194 0.099
H 3.94451 -3.13317 -2.49054 0.100
H 2.38124 -0.48799 0.11355 0.093
H 3.45618 -1.72199 0.68008 0.068
C -1.90846 -3.15645 -2.39081 -0.654
O -1.45157 -2.06466 -2.07741 -0.001
N -1.14248 -4.11400 -2.98154 0.164
N -3.21269 -3.49684 -2.17408 0.159
H -1.48731 -5.01601 -3.24853 0.098
H -0.17860 -3.88934 -3.15014 0.109
H -3.80097 -2.81153 -1.73943 0.092
H -3.60374 -4.38507 -2.42350 0.098
C 3.44071 -3.06460 3.34688 -0.679
O 4.35048 -2.76094 2.57562 -0.017
N 2.92127 -4.31961 3.40461 0.154
N 2.88940 -2.15562 4.19542 0.154
H 2.18417 -4.59033 4.02557 0.085
H 3.30910 -5.01279 2.79348 0.087
H 3.24877 -1.21962 4.16986 0.077
H 2.14509 -2.36605 4.83087 0.093
C 0.97378 1.08948 3.60790 -0.669
O 1.74393 0.44388 4.29724 0.020
N 1.15067 2.41970 3.35297 0.158
N -0.13336 0.53277 3.02948 0.158
H 0.52635 2.96871 2.78607 0.051
H 1.95215 2.85950 3.76495 0.102
H -0.29492 -0.44339 3.19313 0.104
H -0.78040 1.04627 2.46290 0.087
C 3.26624 -7.94158 4.84335 -0.671
O 2.91229 -7.07304 4.06100 0.011
N 2.75982 -9.20898 4.80851 0.152
N 4.19739 -7.71145 5.81407 0.155
H 3.03647 -9.93589 5.43989 0.095
H 2.07394 -9.40907 4.10549 0.103
H 4.58900 -6.78944 5.86378 0.106
H 4.50428 -8.40682 6.46664 0.095
C -0.21190 5.82590 2.11094 -0.673
O -0.75846 4.73101 2.00301 -0.011
N -0.91902 6.97214 2.29629 0.164
N 1.14273 5.97444 2.05380 0.164
H -0.49694 7.87669 2.39013 0.103
H -1.91791 6.89360 2.34833 0.109
H 1.69431 5.14715 1.92039 0.097
H 1.60880 6.85791 2.14255 0.103
```

# 3
The following is a quantum chemistry calculation of a structure of composition C16H38GeIrN3O7S4, from the OMol25 dataset.

Spin multiplicity: 5
HOMO-LUMO gap (spin up / spin down) in eV: 8.28 / 5.02
Energy in Ha: -5096.798791
Total charge: +2
Max |F| in eV Å⁻¹: 0.4
ΔE to the lowest compared entry with this formula, charge and spin in eV: 0.8470
LUMO (spin up / spin down) in eV: -6.3 / -9.5
HOMO level (spin up / spin down) in eV: -14.5 / -14.5

```
70
Properties=species:S:1:pos:R:3:nbo_charge:R:1
Ir -0.41636 0.21528 -0.36543 1.373
C 2.32271 1.88378 -2.19080 -0.635
C 2.19259 1.97104 -0.67982 0.276
C 1.47608 3.22755 -0.23850 -0.652
C 3.55164 1.88511 -0.00362 -0.640
O 1.44861 0.76719 -0.24986 -0.769
Ge 2.42113 -1.18569 -0.29244 1.411
O 0.61815 -1.38880 -1.11625 -0.948
C 0.34115 -2.27142 -2.26551 0.284
C -0.28949 -1.43710 -3.36564 -0.650
C 1.66485 -2.84306 -2.74587 -0.648
C -0.56668 -3.38952 -1.78283 -0.639
O 1.65264 -1.49162 1.33434 -1.032
C 2.42431 -1.56597 2.56320 0.268
C 3.90128 -1.80977 2.28960 -0.651
C 2.23432 -0.24790 3.30546 -0.621
C 1.83800 -2.72345 3.36170 -0.624
H 2.86264 2.75354 -2.56830 0.249
H 1.34280 1.86642 -2.67116 0.207
H 2.87702 0.99164 -2.48598 0.225
H 2.07589 4.09632 -0.51294 0.254
H 1.34642 3.24617 0.84386 0.225
H 0.51549 3.33845 -0.74154 0.207
H 4.14770 2.75217 -0.28941 0.251
H 4.10918 1.00097 -0.31406 0.225
H 3.44855 1.89077 1.08192 0.224
H 0.38920 -0.64234 -3.68487 0.217
H -1.24215 -1.01310 -3.04550 0.214
H -0.49008 -2.06869 -4.23252 0.246
H 2.35071 -2.06575 -3.08572 0.225
H 1.46996 -3.50402 -3.59131 0.252
H 2.15331 -3.44905 -1.97967 0.225
H -1.52368 -3.00152 -1.43986 0.217
H -0.08793 -3.93698 -0.96973 0.223
H -0.75142 -4.09476 -2.59494 0.236
H 4.35120 -0.99756 1.71138 0.212
H 4.06074 -2.75118 1.76042 0.228
H 4.44530 -1.86220 3.23302 0.247
H 2.69639 0.57822 2.76165 0.209
H 2.68205 -0.29323 4.29885 0.239
H 1.17008 -0.02384 3.43372 0.184
H 1.81105 -3.62501 2.75012 0.228
H 0.82105 -2.49548 3.69760 0.192
H 2.43278 -2.92787 4.25201 0.237
N -1.00243 -0.95363 1.59072 -0.638
N -1.88375 -0.21829 2.39529 -0.393
C -2.17096 1.03772 2.10013 0.366
N -3.13760 1.67363 2.71950 -0.701
S -1.17094 1.91804 0.94840 0.180
H -1.48042 -1.79147 1.26388 0.431
H -0.12048 -1.18270 2.05916 0.450
H -2.56711 -0.76203 2.91067 0.436
H -3.73078 1.21857 3.40071 0.436
H -3.37149 2.61963 2.46086 0.444
C -4.44516 1.93751 -3.56369 -0.263
O -4.02091 2.86486 -2.52603 -0.422
C -2.83972 2.78699 -2.05426 0.042
S -2.23372 3.89701 -0.94268 0.326
S -1.53942 1.84099 -2.55329 0.143
H -5.43952 2.26446 -3.84076 0.242
H -4.46960 0.93650 -3.13871 0.197
H -3.76362 2.00196 -4.40890 0.217
C -4.52530 -1.37714 -1.69750 -0.888
S -3.61617 -0.59929 -0.40736 2.404
O -3.96156 0.80332 -0.33431 -0.990
O -3.81242 -1.36554 0.80030 -0.986
O -2.17273 -0.75773 -0.88621 -1.016
H -5.57776 -1.18264 -1.49814 0.275
H -4.33053 -2.44650 -1.66536 0.272
H -4.22989 -0.96236 -2.65939 0.239
```